Molecular formula: C2H4IO3P
Method: DFT, ωB97M-V/def2-TZVPD

HOMO (spin up / spin down), eV: 1.967 / -2.278
HOMO-LUMO gap (spin up / spin down), eV: 3.731 / 8.210
LUMO (spin up / spin down), eV: 5.70 / 5.93

Structure (ORCA input):
```
! wB97M-V def2-TZVPD RIJCOSX def2/J DEFGRID3
* xyz -2 3
C -0.708 0.515 -0.104
C -1.612 -0.342 0.769
O 2.346 -0.279 1.249
O 2.171 -1.592 -0.967
O 2.439 0.919 -1.050
P 2.121 -0.290 -0.250
I -3.634 -0.874 -0.276
H 0.267 -0.213 -0.474
H -1.253 0.613 -0.953
H -0.143 1.250 0.401
H -1.995 0.293 1.656
*
```

Mulliken atomic charge list, values in e, 2 entries:
1. C -0.642
2. C -0.291



Molecular formula: C2H4IOP3
Method: DFT, ωB97M-V/def2-TZVPD

HOMO, eV: -8.625
HOMO-LUMO gap, eV: 7.933
LUMO, eV: -0.69
Energy above the lowest of the compared OMol25 structures with the same formula, charge and spin, kcal per mole: 34.70

Structure (ORCA input):
```
! wB97M-V def2-TZVPD RIJCOSX def2/J DEFGRID3
* xyz 0 1
C -0.158 -0.995 -0.741
C -0.148 -0.550 0.619
O 1.049 1.584 -3.081
P 0.022 -1.592 -2.182
P -0.925 2.520 -1.267
P 0.541 3.046 -2.558
I -1.968 4.616 -0.702
H 0.280 -1.346 1.403
H -1.171 -0.565 1.013
H 0.367 0.543 0.601
H 0.945 0.734 -2.621
*
```

Mulliken atomic charge list, values in e, 2 entries:
1. C 0.164
2. C -0.465



Molecular formula: C2H4IPS
Method: DFT, ωB97M-V/def2-TZVPD

HOMO, eV: -7.900
HOMO-LUMO gap, eV: 7.234
LUMO, eV: -0.67
Energy above the lowest of the compared OMol25 structures with the same formula, charge and spin, kcal per mole: 51.79

Structure (ORCA input):
```
! wB97M-V def2-TZVPD RIJCOSX def2/J DEFGRID3
* xyz 0 1
C -0.414 0.394 0.229
C -1.154 -0.789 -0.172
P 1.798 0.781 -1.067
S -0.787 1.467 1.347
I 2.951 -0.432 0.654
H -1.764 -0.908 0.658
H -0.659 -1.711 -0.529
H -1.929 -0.601 -0.954
H 1.956 1.799 -0.166
*
```

Mulliken atomic charge list, values in e, 2 entries:
1. C 0.162
2. C -0.928



Molecular formula: C2H4KO2
Method: DFT, ωB97M-V/def2-TZVPD

HOMO, eV: -12.682
HOMO-LUMO gap, eV: 8.980
LUMO, eV: -3.70
Energy above the lowest of the compared OMol25 structures with the same formula, charge and spin, kcal per mole: 30.90

Structure (ORCA input):
```
! wB97M-V def2-TZVPD RIJCOSX def2/J DEFGRID3
* xyz 1 1
O -0.568 -0.281 -1.298
H -0.673 -0.866 -2.052
O -0.108 1.042 0.989
K -1.629 1.908 -0.777
H 0.135 1.410 1.842
C 0.545 -0.141 0.749
C 0.336 -0.784 -0.397
H 1.269 -0.485 1.485
H 0.694 -1.804 -0.541
*
```

Mulliken atomic charge list, values in e, 2 entries:
1. O -0.507
2. H 0.320



Molecular formula: C2H4Li2O
Method: DFT, ωB97M-V/def2-TZVPD

HOMO (spin up / spin down), eV: -13.413 / -13.848
HOMO-LUMO gap (spin up / spin down), eV: 9.412 / 8.347
LUMO (spin up / spin down), eV: -4.00 / -5.50
Energy above the lowest of the compared OMol25 structures with the same formula, charge and spin, kcal per mole: 10.13

Structure (ORCA input):
```
! wB97M-V def2-TZVPD RIJCOSX def2/J DEFGRID3
* xyz 1 2
O -0.707 0.537 -0.690
Li -0.967 -0.334 0.868
Li -1.711 1.554 -1.764
C 1.099 0.969 0.220
C 1.214 1.022 1.613
H 1.084 1.968 -0.244
H 1.654 0.148 -0.256
H 0.848 1.892 2.167
H 1.723 0.230 2.168
*
```

Mulliken atomic charge list, values in e, 2 entries:
1. O -0.911
2. Li 0.858



Molecular formula: C2H4N
Method: DFT, ωB97M-V/def2-TZVPD

HOMO (spin up / spin down), eV: -14.974 / -17.421
HOMO-LUMO gap (spin up / spin down), eV: 6.177 / 9.260
LUMO (spin up / spin down), eV: -8.80 / -8.16
Energy above the lowest of the compared OMol25 structures with the same formula, charge and spin, kcal per mole: 158.89

Structure (ORCA input):
```
! wB97M-V def2-TZVPD RIJCOSX def2/J DEFGRID3
* xyz 1 1
C 1.701 0.090 0.043
C -1.982 0.046 0.105
N 0.751 0.832 -0.030
H 1.562 -0.961 -0.124
H 2.821 0.281 0.240
H -2.161 -0.958 0.042
H -2.693 0.671 -0.276
*
```

Mulliken atomic charge list, values in e, 2 entries:
1. C -0.020
2. C -0.072



Molecular formula: C2H4N2
Method: DFT, ωB97M-V/def2-TZVPD

HOMO, eV: -9.693
HOMO-LUMO gap, eV: 10.662
LUMO, eV: 0.97
Energy above the lowest of the compared OMol25 structures with the same formula, charge and spin, kcal per mole: 55.45
SMILES string: C=NN=C

Structure (ORCA input):
```
! wB97M-V def2-TZVPD RIJCOSX def2/J DEFGRID3
* xyz 0 1
C -0.082 1.474 0.399
C 0.133 -1.499 -0.288
H 0.434 2.418 0.401
H -1.027 1.333 0.988
H 1.288 -1.496 -0.218
H -0.475 -2.475 -0.104
N 0.255 0.721 -0.589
N -0.528 -0.476 -0.588
*
```

Mulliken atomic charge list, values in e, 2 entries:
1. C -0.266
2. C -0.253



Molecular formula: C2H4N2
Method: DFT, ωB97M-V/def2-TZVPD

HOMO, eV: -9.537
HOMO-LUMO gap, eV: 10.607
LUMO, eV: 1.07
Energy above the lowest of the compared OMol25 structures with the same formula, charge and spin, kcal per mole: 82.36
SMILES string: C=NN=C

Structure (ORCA input):
```
! wB97M-V def2-TZVPD RIJCOSX def2/J DEFGRID3
* xyz 0 1
C 1.392 -0.595 -0.003
C -0.884 1.195 -0.288
N 1.424 0.433 -0.678
N 0.266 1.664 -0.253
H 2.184 -1.222 -0.194
H 0.757 -0.699 0.968
H -1.747 1.724 0.056
H -1.328 0.289 -0.766
*
```

Mulliken atomic charge list, values in e, 2 entries:
1. C -0.265
2. C -0.238



Molecular formula: C2H4N2
Method: DFT, ωB97M-V/def2-TZVPD

HOMO, eV: -8.885
HOMO-LUMO gap, eV: 9.748
LUMO, eV: 0.86
Energy above the lowest of the compared OMol25 structures with the same formula, charge and spin, kcal per mole: 128.87

Structure (ORCA input):
```
! wB97M-V def2-TZVPD RIJCOSX def2/J DEFGRID3
* xyz 0 1
C 0.010 -0.968 0.045
C 0.822 0.096 0.090
N -1.117 -0.026 0.121
N -0.180 1.101 -0.083
H 0.228 -1.969 -0.148
H 2.453 0.153 -0.153
H -1.827 0.007 -0.634
H -0.390 1.606 0.763
*
```

Mulliken atomic charge list, values in e, 2 entries:
1. C -0.414
2. C -0.029



Molecular formula: C2H4N2
Method: DFT, ωB97M-V/def2-TZVPD

HOMO, eV: -12.084
HOMO-LUMO gap, eV: 13.040
LUMO, eV: 0.96
Energy above the lowest of the compared OMol25 structures with the same formula, charge and spin, kcal per mole: 57.49
SMILES string: [H][H].C#N.C#N

Structure (ORCA input):
```
! wB97M-V def2-TZVPD RIJCOSX def2/J DEFGRID3
* xyz 0 1
C -0.875 -1.334 -0.260
C -3.455 0.959 0.357
N -0.073 -1.106 0.522
N -2.985 0.330 -0.471
H -1.563 -1.506 -1.051
H 6.147 0.741 -0.375
H -3.765 1.560 1.150
H 6.568 0.356 0.129
*
```

Mulliken atomic charge list, values in e, 2 entries:
1. C 0.087
2. C 0.037



Molecular formula: C2H4N2O
Method: DFT, ωB97M-V/def2-TZVPD

HOMO (spin up / spin down), eV: -8.447 / -8.446
HOMO-LUMO gap (spin up / spin down), eV: 8.476 / 8.475
LUMO (spin up / spin down), eV: 0.03 / 0.03
Energy above the lowest of the compared OMol25 structures with the same formula, charge and spin, kcal per mole: 84.02

Structure (ORCA input):
```
! wB97M-V def2-TZVPD RIJCOSX def2/J DEFGRID3
* xyz 0 1
C 0.868 1.005 -0.358
C 0.089 -0.124 -0.038
N 1.357 1.989 -0.568
N -0.113 -0.608 1.192
O -0.056 -1.078 -1.029
H -1.252 0.932 -0.598
H -0.093 -0.075 2.056
H -0.518 -1.472 1.208
H -0.281 -0.569 -1.866
*
```

Mulliken atomic charge list, values in e, 2 entries:
1. C 0.487
2. C -0.137



Molecular formula: C2H4N2O
Method: DFT, ωB97M-V/def2-TZVPD

HOMO, eV: -9.764
HOMO-LUMO gap, eV: 9.725
LUMO, eV: -0.04
Energy above the lowest of the compared OMol25 structures with the same formula, charge and spin, kcal per mole: 86.75
SMILES string: C=NNC=O

Structure (ORCA input):
```
! wB97M-V def2-TZVPD RIJCOSX def2/J DEFGRID3
* xyz 0 1
C 0.598 0.055 1.363
C -0.042 0.120 -1.409
H 0.696 0.141 2.487
H 1.404 -0.101 0.739
H -1.757 -0.539 -0.563
H 0.518 0.829 -0.556
N -0.664 -0.278 0.962
N -0.923 -0.319 -0.370
O 0.169 0.092 -2.653
*
```

Mulliken atomic charge list, values in e, 2 entries:
1. C -0.456
2. C 0.246



Molecular formula: C2H4N2O
Method: DFT, ωB97M-V/def2-TZVPD

HOMO, eV: -9.374
HOMO-LUMO gap, eV: 9.212
LUMO, eV: -0.16
Energy above the lowest of the compared OMol25 structures with the same formula, charge and spin, kcal per mole: 52.91
SMILES string: C=NC(N)=O

Structure (ORCA input):
```
! wB97M-V def2-TZVPD RIJCOSX def2/J DEFGRID3
* xyz 0 1
C -1.402 -1.071 0.018
C 0.866 -0.347 -0.017
N -0.315 -0.608 0.466
N 1.185 1.385 0.279
O 1.785 -0.934 -0.439
H -2.215 -1.207 0.717
H -1.826 -1.008 -1.021
H 1.534 1.761 -0.640
H 0.387 2.029 0.637
*
```

Mulliken atomic charge list, values in e, 2 entries:
1. C -0.157
2. C 0.535



Molecular formula: C2H4N2O
Method: DFT, ωB97M-V/def2-TZVPD

HOMO, eV: -10.116
HOMO-LUMO gap, eV: 10.751
LUMO, eV: 0.63
Energy above the lowest of the compared OMol25 structures with the same formula, charge and spin, kcal per mole: 17.01
SMILES string: [H]/N=C\NC=O

Structure (ORCA input):
```
! wB97M-V def2-TZVPD RIJCOSX def2/J DEFGRID3
* xyz 0 1
C 1.190 -0.186 -0.027
C -1.315 0.045 -0.053
H 0.801 1.588 0.358
H 1.843 -1.020 -0.173
H -0.387 -1.562 -0.204
H -2.203 -0.431 0.236
N 1.568 0.920 0.292
N -0.134 -0.645 -0.212
O -1.363 1.290 -0.217
*
```

Mulliken atomic charge list, values in e, 2 entries:
1. C 0.020
2. C 0.047



Molecular formula: C2H4N2O
Method: DFT, ωB97M-V/def2-TZVPD

HOMO, eV: -8.889
HOMO-LUMO gap, eV: 8.911
LUMO, eV: 0.02
Energy above the lowest of the compared OMol25 structures with the same formula, charge and spin, kcal per mole: 93.27

Structure (ORCA input):
```
! wB97M-V def2-TZVPD RIJCOSX def2/J DEFGRID3
* xyz 0 1
C 1.061 -0.783 0.737
C -1.055 0.484 -0.628
N 1.006 0.436 0.352
N 0.302 1.188 -0.221
O -1.133 -0.718 -0.242
H 1.616 -1.487 0.130
H 0.912 -1.030 1.776
H -1.739 1.241 -0.183
H -0.970 0.668 -1.720
*
```

Mulliken atomic charge list, values in e, 2 entries:
1. C -0.182
2. C -0.103



Molecular formula: C2H4N2O
Method: DFT, ωB97M-V/def2-TZVPD

HOMO, eV: -9.988
HOMO-LUMO gap, eV: 10.738
LUMO, eV: 0.75
Energy above the lowest of the compared OMol25 structures with the same formula, charge and spin, kcal per mole: 9.40
SMILES string: [H]/N=C/NC=O

Structure (ORCA input):
```
! wB97M-V def2-TZVPD RIJCOSX def2/J DEFGRID3
* xyz 0 1
C 0.957 -0.298 0.061
C -1.462 0.315 0.028
H 2.147 0.257 -1.395
H 1.821 -0.689 0.697
H -0.529 -0.613 1.467
H -1.265 0.656 -1.027
N 1.153 0.124 -1.122
N -0.335 -0.229 0.580
O -2.487 0.477 0.711
*
```

Mulliken atomic charge list, values in e, 2 entries:
1. C 0.132
2. C 0.068



Molecular formula: C2H4N2O
Method: DFT, ωB97M-V/def2-TZVPD

HOMO, eV: -9.683
HOMO-LUMO gap, eV: 10.449
LUMO, eV: 0.77
Energy above the lowest of the compared OMol25 structures with the same formula, charge and spin, kcal per mole: 35.22
SMILES string: C=NC(N)=O

Structure (ORCA input):
```
! wB97M-V def2-TZVPD RIJCOSX def2/J DEFGRID3
* xyz 0 1
C -0.196 0.882 -1.237
C -0.572 -1.220 -0.171
N -0.794 0.016 -0.600
N -0.457 -0.972 1.349
O -0.799 -2.180 -0.816
H -0.924 1.793 -1.240
H 0.839 0.807 -1.720
H -0.033 -0.121 1.544
H -0.157 -1.779 1.886
*
```

Mulliken atomic charge list, values in e, 2 entries:
1. C -0.220
2. C 0.495



Molecular formula: C2H4N2O
Method: DFT, ωB97M-V/def2-TZVPD

HOMO, eV: -9.388
HOMO-LUMO gap, eV: 9.742
LUMO, eV: 0.35
Energy above the lowest of the compared OMol25 structures with the same formula, charge and spin, kcal per mole: 52.67
SMILES string: [H]/N=C(/N)C=O

Structure (ORCA input):
```
! wB97M-V def2-TZVPD RIJCOSX def2/J DEFGRID3
* xyz 0 1
C 0.179 0.327 -0.130
C -1.241 -0.258 0.080
H 2.044 -0.373 0.076
H 0.914 -1.511 -0.315
H -0.151 2.182 -0.144
H -1.157 -1.446 0.506
N 1.010 -0.650 -0.058
N 0.653 1.425 0.080
O -2.252 0.304 -0.095
*
```

Mulliken atomic charge list, values in e, 2 entries:
1. C 0.528
2. C 0.069



Molecular formula: C2H4N2O
Method: DFT, ωB97M-V/def2-TZVPD

HOMO, eV: -9.418
HOMO-LUMO gap, eV: 10.356
LUMO, eV: 0.94
Energy above the lowest of the compared OMol25 structures with the same formula, charge and spin, kcal per mole: 25.36
SMILES string: C=NC(N)=O

Structure (ORCA input):
```
! wB97M-V def2-TZVPD RIJCOSX def2/J DEFGRID3
* xyz 0 1
C -1.681 -0.384 -0.013
C 0.750 -0.285 -0.100
N -0.778 0.489 -0.282
N 1.577 0.789 -0.091
O 0.754 -1.445 -0.086
H -2.697 -0.124 -0.075
H -1.455 -1.371 0.295
H 0.938 1.527 0.140
H 2.591 0.804 0.212
*
```

Mulliken atomic charge list, values in e, 2 entries:
1. C -0.269
2. C 0.503



Molecular formula: C2H4N2O2
Method: DFT, ωB97M-V/def2-TZVPD

HOMO, eV: -10.011
HOMO-LUMO gap, eV: 10.399
LUMO, eV: 0.39
Energy above the lowest of the compared OMol25 structures with the same formula, charge and spin, kcal per mole: 93.00
SMILES string: NN(C=O)C=O

Structure (ORCA input):
```
! wB97M-V def2-TZVPD RIJCOSX def2/J DEFGRID3
* xyz 0 1
C -0.024 1.181 -0.109
C -0.286 -1.303 0.150
H 2.177 0.443 1.023
H 2.174 0.406 -0.724
H 0.899 1.959 -0.157
H 0.242 -2.324 0.403
N 1.957 -0.240 0.050
N 0.570 -0.138 -0.214
O -1.206 1.467 0.161
O -1.459 -1.105 -0.116
*
```

Mulliken atomic charge list, values in e, 2 entries:
1. C 0.078
2. C 0.137



| no. | molecular weight (g/mol) |
| --- | --- |
| 1 | 233.93 |
| 2 | 263.88 |
| 3 | 218.00 |
| 4 | 99.15 |
| 5 | 57.93 |
| 6 | 42.06 |
| 7 | 56.07 |
| 8 | 56.07 |
| 9 | 56.07 |
| 10 | 56.07 |
| 11 | 72.07 |
| 12 | 72.07 |
| 13 | 72.07 |
| 14 | 72.07 |
| 15 | 72.07 |
| 16 | 72.07 |
| 17 | 72.07 |
| 18 | 72.07 |
| 19 | 72.07 |
| 20 | 88.07 |